No. 1
Computed, not measured: C11H29Cl3GeO7P2S3Si2TeV as an isolated structure, with ωB97M-V/def2-TZVPD.

Each line ends with the Mulliken charge.
Atoms and positions in Å:
V: -12.68 -6.73 6.71  -0.242
C: -16.90 -11.56 8.80  -1.507
C: -16.86 -10.07 9.10  0.943
O: -17.63 -9.98 10.32  -0.526
P: -17.81 -8.89 7.98  0.804
O: -19.32 -9.48 8.07  -0.534
O: -17.98 -7.59 8.94  -0.477
O: -17.26 -8.82 6.59  -0.553
P: -15.13 -9.56 9.45  0.855
O: -15.00 -9.91 11.00  -0.537
O: -14.88 -8.05 9.60  -0.559
O: -14.11 -10.20 8.60  -0.700
H: -17.95 -11.89 8.86  0.444
H: -16.33 -12.16 9.57  0.390
H: -16.48 -11.75 7.78  0.315
H: -17.56 -9.11 10.75  0.352
H: -19.94 -8.77 7.90  0.318
H: -17.32 -6.82 8.69  0.286
H: -14.14 -9.54 11.34  0.353
S: -10.04 -8.70 4.90  0.013
C: -10.99 -8.35 6.21  0.522
S: -12.55 -9.01 6.21  0.114
S: -10.61 -7.08 7.42  -0.007
C: -13.27 -4.49 -0.79  -1.028
Si: -12.22 -5.81 -0.01  0.269
C: -11.52 -5.32 1.70  -0.881
C: -10.87 -6.18 -1.31  -1.037
C: -13.17 -7.41 0.10  -0.654
Te: -14.82 -7.85 1.49  0.596
C: -15.66 -9.69 0.63  -0.882
Si: -14.82 -11.37 1.23  0.308
C: -12.87 -11.18 1.10  -0.917
C: -15.37 -12.59 -0.05  -1.065
C: -15.29 -11.81 2.96  -0.917
H: -13.94 -4.96 -1.52  0.335
H: -12.77 -3.70 -1.40  0.345
H: -13.86 -3.97 -0.04  0.314
H: -11.05 -4.36 1.66  0.392
H: -10.83 -6.03 2.22  0.299
H: -12.34 -5.21 2.36  0.139
H: -10.38 -5.26 -1.71  0.336
H: -11.22 -6.66 -2.23  0.355
H: -10.13 -6.84 -0.81  0.289
H: -12.60 -8.27 0.35  0.283
H: -13.67 -7.67 -0.92  0.394
H: -15.37 -9.62 -0.44  0.337
H: -16.75 -9.66 0.74  0.532
H: -12.55 -10.74 0.10  0.282
H: -12.35 -12.19 1.15  0.354
H: -12.51 -10.61 1.96  0.236
H: -16.29 -12.28 -0.51  0.378
H: -15.59 -13.59 0.36  0.355
H: -14.62 -12.65 -0.88  0.307
H: -15.14 -11.09 3.77  0.319
H: -14.84 -12.84 3.19  0.295
H: -16.37 -11.95 2.96  0.328
Cl: -15.96 -5.64 8.12  -0.396
Ge: -13.94 -6.87 8.67  1.843
Cl: -12.86 -5.46 9.97  -0.243
Cl: -12.97 -5.05 5.55  -0.270

The electronic energy is -8088.5766 hartree. The strongest force on any atom comes out at 4.83 eV Å⁻¹. Its total charge is +2. As for the spin multiplicity: 2. Its expectation value of S² is 0.815.

***

No. 2
Computed, not measured: C16H4AlCl56FNO2 as an isolated structure, with ωB97M-V/def2-TZVPD.

Each line ends with the Mulliken charge.
Atoms and positions in Å:
O: 4.14 2.07 3.52  -0.381
C: 3.65 2.51 2.35  0.385
F: 4.14 1.85 1.10  -0.152
N: 2.68 3.70 2.36  -0.114
C: 1.54 3.39 1.41  0.314
O: 1.79 3.55 0.09  -0.229
Al: -0.36 2.80 1.92  -0.209
H: 3.19 4.57 2.03  0.288
H: -0.45 1.54 2.88  -0.158
H: -1.19 2.42 0.60  -0.204
H: -1.11 4.06 2.60  -0.275
C: 1.91 -1.27 0.97  -0.092
Cl: 3.54 -1.72 0.40  -0.107
Cl: 0.70 -2.34 0.22  0.047
Cl: 1.84 -1.45 2.74  0.021
Cl: 1.57 0.42 0.53  0.108
C: 1.01 7.52 -0.60  0.141
Cl: 1.19 9.11 -1.39  -0.131
Cl: 0.75 6.26 -1.84  0.130
Cl: 2.49 7.14 0.32  -0.107
Cl: -0.38 7.57 0.51  -0.096
C: 4.31 0.99 7.14  0.240
Cl: 3.33 2.32 7.82  -0.082
Cl: 3.31 0.01 6.04  -0.005
Cl: 5.69 1.67 6.24  -0.088
Cl: 4.91 -0.04 8.46  -0.123
C: -0.79 -3.83 -3.63  0.028
Cl: -2.10 -4.45 -4.66  -0.040
Cl: 0.77 -4.47 -4.21  -0.005
Cl: -0.76 -2.05 -3.69  0.054
Cl: -1.05 -4.36 -1.94  -0.104
C: -5.00 -6.83 -2.33  0.274
Cl: -3.37 -6.22 -1.99  0.020
Cl: -6.17 -5.49 -2.23  -0.082
Cl: -5.04 -7.54 -3.96  -0.116
Cl: -5.43 -8.08 -1.13  -0.083
C: -3.67 -0.35 2.72  0.167
Cl: -4.99 -0.96 1.69  -0.052
Cl: -2.12 -0.99 2.14  0.139
Cl: -3.65 1.43 2.65  -0.113
Cl: -3.94 -0.88 4.40  -0.128
C: 5.33 2.49 -2.51  0.185
Cl: 6.78 2.39 -1.49  -0.118
Cl: 5.63 3.62 -3.86  -0.120
Cl: 4.95 0.87 -3.16  -0.090
Cl: 3.95 3.08 -1.54  0.109
C: 3.53 -5.94 -6.76  0.328
Cl: 2.40 -5.07 -7.83  -0.083
Cl: 4.11 -4.83 -5.49  -0.069
Cl: 2.69 -7.31 -6.00  -0.088
Cl: 4.91 -6.54 -7.71  -0.112
C: -4.87 -1.75 -2.66  0.046
Cl: -3.42 -2.67 -2.19  0.252
Cl: -5.54 -2.41 -4.17  -0.107
Cl: -6.10 -1.87 -1.37  -0.078
Cl: -4.44 -0.04 -2.90  -0.034
C: 1.73 5.83 -5.96  0.239
Cl: 0.75 7.15 -5.28  -0.072
Cl: 0.73 4.85 -7.07  -0.086
Cl: 3.11 6.51 -6.86  -0.121
Cl: 2.33 4.80 -4.64  0.048
C: -1.57 2.92 -3.23  -0.030
Cl: -0.41 4.24 -3.55  0.079
Cl: -2.93 3.03 -4.38  -0.131
Cl: -0.76 1.35 -3.42  0.008
Cl: -2.19 3.07 -1.56  0.039
C: 4.43 6.28 7.55  0.278
Cl: 4.61 7.87 6.76  -0.114
Cl: 4.16 5.03 6.31  0.033
Cl: 5.91 5.91 8.47  -0.102
Cl: 3.03 6.33 8.66  -0.102
C: -9.37 -8.89 -0.23  0.326
Cl: -10.57 -9.47 -1.42  -0.099
Cl: -8.69 -7.34 -0.79  -0.038
Cl: -10.17 -8.66 1.34  -0.097
Cl: -8.07 -10.09 -0.07  -0.107
C: -0.57 -3.66 5.34  0.237
Cl: -0.49 -3.50 3.57  0.000
Cl: -1.57 -5.08 5.76  -0.120
Cl: 1.08 -3.88 6.00  -0.091
Cl: -1.29 -2.20 6.05  -0.075

The electronic energy is -26930.1289 hartree. The strongest force on any atom comes out at 9.44 eV Å⁻¹. Its total charge is -1. As for the spin multiplicity: 1.

***

No. 3
Computed, not measured: C14H33GeN7O2SSeSr as an isolated structure, with ωB97M-V/def2-TZVPD.

Each line ends with the Mulliken charge.
Atoms and positions in Å:
Sr: 0.22 -0.23 -0.07  1.639
C: -5.31 2.42 0.09  -1.048
N: -3.86 2.49 0.26  0.137
C: -3.23 3.80 0.36  -0.973
C: -3.07 1.39 0.20  0.348
N: -1.78 1.41 0.23  -0.409
N: -3.78 0.20 0.11  -0.058
C: -3.33 -1.11 0.14  0.337
N: -4.35 -2.00 0.23  -0.401
N: -2.09 -1.44 0.04  -0.330
H: -5.71 3.43 0.08  0.301
H: -5.79 1.90 0.92  0.366
H: -5.60 1.96 -0.86  0.403
H: -4.00 4.55 0.50  0.313
H: -2.67 4.05 -0.54  0.324
H: -2.57 3.84 1.23  0.409
H: -1.46 2.37 0.29  -0.187
H: -4.78 0.29 0.07  0.151
H: -5.26 -1.73 0.56  0.188
H: -4.15 -2.99 0.26  0.222
H: -2.00 -2.45 0.14  -0.028
C: 2.60 6.29 -1.35  -1.222
Ge: 1.97 5.77 0.42  0.565
C: 0.87 7.18 1.22  -1.145
C: 3.45 5.25 1.58  -1.157
C: 0.80 4.16 0.27  -0.992
Se: 1.60 2.69 -0.74  0.040
C: 0.89 3.15 -2.49  -0.818
H: 3.28 7.13 -1.24  0.395
H: 1.78 6.61 -1.99  0.354
H: 3.15 5.49 -1.85  0.366
H: 1.46 8.08 1.36  0.375
H: 0.49 6.88 2.19  0.368
H: 0.03 7.43 0.58  0.356
H: 4.22 6.03 1.58  0.381
H: 3.92 4.33 1.24  0.344
H: 3.12 5.11 2.61  0.361
H: -0.16 4.38 -0.19  0.158
H: 0.60 3.77 1.27  0.457
H: 1.23 4.14 -2.77  0.292
H: -0.20 3.13 -2.47  0.267
H: 1.26 2.41 -3.20  0.337
N: 4.92 -0.76 -1.85  -0.222
C: 4.60 -0.63 -0.39  -0.709
C: 3.06 -0.55 -0.29  1.249
O: 2.44 -0.60 -1.38  -0.930
O: 2.58 -0.43 0.85  -0.772
H: 5.37 -1.65 -2.08  0.349
H: 5.50 -0.01 -2.21  0.358
H: 3.98 -0.72 -2.30  0.280
H: 5.04 0.29 0.00  0.299
H: 4.98 -1.48 0.16  0.321
S: 1.54 -5.10 1.25  -0.083
C: 0.67 -5.17 -0.22  -0.242
C: 0.33 -3.91 -0.61  -0.919
N: 0.74 -2.91 0.23  0.330
C: 1.38 -3.40 1.25  -0.429
H: 0.46 -6.10 -0.71  0.436
H: -0.21 -3.67 -1.51  0.478
H: 1.80 -2.79 2.04  0.420

The electronic energy is -5993.9670 hartree. The strongest force on any atom comes out at 0.43 eV Å⁻¹. Its total charge is +2. As for the spin multiplicity: 1.

***

No. 4
Computed, not measured: C6H12N3O3S as an isolated structure, with ωB97M-V/def2-TZVPD.

Each line ends with the Mulliken charge.
Atoms and positions in Å:
C: 0.78 0.43 0.43  0.529
C: -1.05 1.85 0.12  0.570
C: 1.63 -1.75 0.47  -0.630
C: 0.71 -1.94 -0.76  -0.646
C: -1.35 -0.43 -0.95  -0.338
C: -1.52 1.08 -1.12  -0.715
N: 1.88 -0.30 0.54  -0.241
N: 0.56 1.72 0.22  -0.384
N: 0.07 -0.70 -1.19  -0.352
O: -1.54 3.11 0.25  -0.496
O: -1.40 1.08 1.25  -0.323
O: 0.25 -0.48 2.52  -0.608
S: -0.77 -0.38 1.04  0.182
H: 1.15 -2.06 1.35  0.394
H: 2.55 -2.36 0.31  0.449
H: 1.29 -2.43 -1.56  0.439
H: -0.10 -2.61 -0.58  0.333
H: -2.03 -1.17 -1.45  0.473
H: -2.67 1.28 -1.34  0.331
H: -0.95 1.51 -1.99  0.322
H: 2.75 -0.05 1.02  0.330
H: -0.37 -0.76 3.22  0.375
H: 0.99 2.30 -0.50  0.312
H: -1.13 3.60 0.98  0.383
H: 0.28 -0.57 -2.27  0.312

The electronic energy is -1023.5899 hartree. The strongest force on any atom comes out at 4.98 eV Å⁻¹. Its total charge is +1. For the energy above the lowest of the compared OMol25 structures with the same formula, charge and spin, the calculation gives 62.0 kcal/mol. As for the spin multiplicity: 1.

***

No. 5
Computed, not measured: C22H29BrClN4ORuS as an isolated structure, with ωB97M-V/def2-TZVPD.

Each line ends with the Mulliken charge.
Atoms and positions in Å:
Ru: 0.75 1.71 -1.03  0.388
N: -0.12 1.19 0.78  0.123
C: -0.84 2.31 1.44  -0.660
C: -0.10 3.61 1.18  -0.755
N: 0.27 3.74 -0.25  0.046
C: -0.78 4.30 -1.14  -0.666
C: -1.80 3.25 -1.55  -0.659
N: -1.11 2.01 -1.99  -0.216
H: -0.79 0.44 0.54  -0.016
H: 0.57 0.79 1.41  0.404
H: -0.92 2.13 2.51  0.540
H: -1.85 2.33 1.05  0.168
H: 0.83 3.62 1.75  0.408
H: -0.70 4.46 1.51  0.412
H: 1.06 4.38 -0.29  0.291
H: -0.26 4.67 -2.03  0.413
H: -1.28 5.15 -0.67  0.361
H: -2.43 3.65 -2.35  0.491
H: -2.47 3.00 -0.73  0.200
H: -0.98 2.03 -3.00  0.418
H: -1.68 1.18 -1.78  0.165
O: -1.88 -0.40 -0.62  -0.763
S: -1.56 -1.81 -1.09  0.189
C: -2.85 -2.85 -0.46  0.520
C: -3.79 -2.34 0.42  -0.151
C: -4.79 -3.18 0.89  -0.719
C: -4.83 -4.51 0.48  -0.470
C: -3.89 -5.00 -0.42  -0.687
C: -2.89 -4.17 -0.90  -0.372
C: -0.20 -2.35 -0.05  0.824
C: 0.90 -2.91 -0.67  -0.458
C: 1.97 -3.35 0.11  -0.606
C: 1.91 -3.22 1.49  -0.633
C: 0.80 -2.65 2.10  -0.591
C: -0.27 -2.22 1.33  -0.721
H: -3.75 -1.30 0.71  0.377
H: -5.54 -2.80 1.57  0.414
H: -5.61 -5.16 0.84  0.409
H: -3.93 -6.03 -0.74  0.408
H: -2.16 -4.54 -1.61  0.404
H: 0.93 -3.02 -1.75  0.514
H: 2.83 -3.81 -0.36  0.456
H: 2.73 -3.58 2.10  0.527
H: 0.75 -2.58 3.18  0.460
H: -1.17 -1.82 1.80  0.469
Cl: 1.79 1.65 -3.22  -0.111
C: 1.33 0.19 -2.24  -0.906
H: 2.23 -0.39 -2.06  0.586
H: 0.58 -0.36 -2.80  0.486
Br: 5.96 3.76 0.40  -0.110
C: 4.77 2.32 0.48  -0.487
C: 5.10 1.14 1.14  -0.170
C: 4.16 0.12 1.15  -1.202
C: 2.94 0.30 0.53  0.185
N: 2.62 1.45 -0.09  0.306
C: 3.53 2.43 -0.12  -0.248
H: 6.06 1.03 1.61  0.508
H: 4.38 -0.83 1.63  0.536
H: 2.21 -0.50 0.50  0.436
H: 3.26 3.34 -0.65  0.538

The electronic energy is -4676.7705 hartree. The strongest force on any atom comes out at 0.09 eV Å⁻¹. Its total charge is +2. For the energy above the lowest of the compared OMol25 structures with the same formula, charge and spin, the calculation gives 6.7 kcal/mol. As for the spin multiplicity: 2. Its expectation value of S² is 0.754.